{
  "formula": "C3H3N3O",
  "method": "ωB97M-V/def2-TZVPD",
  "species": ["O", "N", "N", "N", "C", "C", "C", "H", "H", "H"],
  "coordinates": [[-2.0997, 0.7044, -2.4862], [-0.6813, 0.1453, -0.7484], [0.6715, -0.6858, 1.4803], [0.2584, 0.8328, -0.2839], [0.7167, 0.5052, 0.9845], [0.8534, -1.8277, 1.8242], [-0.9767, 0.6024, -2.0811], [-0.0763, 0.8110, -2.6873], [1.1747, 1.3019, 1.5528], [0.1594, -2.3895, 2.4450]],
  "gap_ev": [7.768, 7.767],
  "largest_force_ha_per_bohr": 0.0144,
  "energy_ha": -355.473516,
  "homo_ev": [-8.799, -8.798]
}